Record 1
Below is an isolated molecule of C2H4FPS, with properties calculated with ωB97M-V/def2-TZVPD.

Each line ends with the Mulliken charge.
CARTESIAN COORDINATES (ANGSTROEM)
C  0.36  1.01  -0.31  -0.012
C  0.79  -0.35  0.12  -1.021
F  -1.60  -1.37  -0.68  -0.283
P  -2.33  -0.30  0.37  0.160
S  -1.24  1.43  -0.02  -0.113
H  1.18  1.69  -0.48  0.374
H  1.19  -1.08  -0.54  0.289
H  0.04  -0.76  0.81  0.260
H  1.61  -0.28  0.73  0.344

Results
- E_HOMO (spin up / spin down) (eV) = -7.94 / -7.63
- total charge = 0
- ΔE to the lowest compared entry with this formula, charge and spin (kJ/mol) = 41.16
- gap between HOMO and LUMO (spin up / spin down) (eV) = 7.6 / 6.7

Record 2
Below is C29H40N2O2P3Zr as an isolated structure, with properties calculated with ωB97M-V/def2-TZVPD.

Each line ends with the Mulliken charge.
CARTESIAN COORDINATES (ANGSTROEM)
C  0.99  -1.35  -5.61  -0.650
C  1.03  -0.92  -4.27  0.433
N  -0.10  -0.64  -3.57  0.339
C  -1.26  -1.10  -4.11  0.500
C  -1.34  -1.61  -5.40  -0.732
C  -0.21  -1.74  -6.19  -0.673
C  2.40  -0.81  -3.61  -1.364
P  2.47  -0.29  -1.79  1.115
Zr  -0.16  0.17  -1.13  0.410
P  -2.74  0.02  -1.85  0.957
C  -2.58  -1.06  -3.37  -1.166
O  2.46  4.28  -5.27  -0.612
O  -0.58  2.03  -0.92  -0.477
H  1.92  -1.36  -6.16  0.464
H  -2.33  -1.87  -5.76  0.472
H  -0.26  -2.18  -7.17  0.445
C  3.37  -1.75  -1.20  -1.304
C  3.75  1.02  -1.65  -1.263
H  -3.37  -0.68  -4.05  0.529
H  -2.91  -2.06  -3.02  0.389
H  3.00  -0.10  -4.18  0.544
H  2.92  -1.78  -3.65  0.500
C  -4.00  -0.82  -0.83  -1.228
C  -3.67  1.49  -2.40  -1.471
H  0.07  5.17  -1.35  0.269
H  -0.52  2.87  -1.39  -0.023
H  2.37  4.24  -4.30  0.305
H  2.30  3.32  -5.53  0.312
H  -0.19  -1.69  -1.30  -0.103
H  -0.03  4.51  -0.99  -0.294
H  4.44  -1.63  -1.43  0.537
H  3.23  -1.86  -0.12  0.049
H  2.95  -2.60  -1.74  0.448
H  4.77  0.60  -1.72  0.431
H  3.64  1.81  -2.41  0.329
H  3.70  1.51  -0.66  0.329
H  -4.67  1.23  -2.77  0.477
H  -3.79  2.18  -1.54  0.357
H  -3.13  2.02  -3.19  0.357
H  -5.00  -0.42  -1.04  0.461
H  -3.98  -1.90  -1.01  0.412
H  -3.76  -0.62  0.23  0.202
N  -0.12  -0.20  0.78  -0.374
P  -0.05  -0.01  2.35  0.763
C  -1.54  -0.77  3.05  0.371
C  -2.05  -0.48  4.32  -0.104
C  -3.21  -1.15  4.75  -0.703
C  -3.83  -2.11  3.96  -0.582
C  -3.30  -2.40  2.69  -0.531
C  -2.13  -1.77  2.26  -0.717
C  1.33  -1.06  2.87  0.256
C  1.70  -2.08  2.00  -0.742
C  2.77  -2.91  2.32  -0.472
C  3.42  -2.77  3.55  -0.625
C  3.02  -1.76  4.43  -0.723
C  1.97  -0.89  4.11  -0.223
C  0.11  1.65  3.02  0.612
C  1.37  2.16  3.38  -0.467
C  1.46  3.42  3.98  -0.710
C  0.32  4.20  4.22  -0.470
C  -0.92  3.68  3.84  -0.681
C  -1.04  2.42  3.25  -0.685
H  -1.54  0.25  4.94  0.477
H  -3.60  -0.91  5.74  0.425
H  -4.71  -2.64  4.32  0.394
H  -3.76  -3.13  2.03  0.437
H  -1.68  -2.04  1.30  0.439
H  1.15  -2.21  1.06  0.569
H  3.08  -3.67  1.61  0.486
H  4.19  -3.49  3.85  0.392
H  3.54  -1.64  5.38  0.412
H  1.61  -0.10  4.79  0.492
H  2.29  1.60  3.20  0.558
H  2.41  3.82  4.33  0.407
H  0.36  5.16  4.74  0.392
H  -1.84  4.23  4.04  0.406
H  -2.01  2.01  2.97  0.510

Results
- E_HOMO (eV) = -10.33
- total charge = +1
- gap between HOMO and LUMO (eV) = 8.0

Q: total charge of number 1 (C2H4FPS)?
A: 0